{
  "formula": "C34H66F3O32Rb",
  "method": "ωB97M-V with the def2-TZVPD basis set",
  "elements": ["O", "H", "H", "H", "C", "F", "H", "H", "C", "H", "H", "O", "C", "H", "H", "C", "O", "H", "C", "O", "C", "C", "C", "H", "H", "C", "C", "O", "H", "Rb", "O", "H", "O", "H", "H", "C", "O", "H", "O", "O", "C", "O", "O", "F", "H", "H", "C", "O", "C", "H", "H", "O", "H", "O", "C", "O", "C", "H", "H", "C", "H", "C", "H", "H", "O", "H", "H", "H", "C", "C", "O", "H", "O", "O", "H", "O", "H", "H", "H", "H", "O", "O", "O", "H", "O", "H", "H", "O", "H", "H", "C", "H", "H", "H", "C", "H", "H", "O", "C", "H", "H", "C", "H", "O", "C", "H", "C", "H", "C", "H", "C", "F", "H", "O", "H", "H", "C", "H", "H", "H", "H", "C", "H", "C", "H", "C", "O", "H", "C", "H", "H", "C", "O", "O", "H", "H"],
  "coordinates": [[-1.9471, 36.6568, 7.4318], [4.9800, 25.5581, 9.1604], [1.9243, 32.2224, 0.0100], [-1.1678, 27.0411, -8.8837], [-8.1394, 22.4825, -1.6412], [-0.8572, 25.6726, 2.9970], [-7.8702, 14.3071, 0.9423], [-4.2140, 16.9066, 3.0409], [-2.3675, 37.8530, 8.0610], [9.7454, 24.3488, 0.0675], [1.8981, 26.4204, 13.4990], [9.4983, 20.0241, 7.7092], [-1.2566, 13.6220, -3.1471], [1.6774, 22.2427, -0.8930], [2.1357, 24.0380, 3.1115], [7.3533, 20.3304, -2.5270], [8.1364, 20.3004, 6.0702], [-4.7526, 27.2434, -4.1015], [-5.5654, 15.0108, 2.1209], [2.8168, 35.2409, -2.2516], [2.0775, 34.0796, -1.9293], [-6.0820, 21.2690, -1.2867], [2.6880, 25.8764, 14.0168], [7.3515, 19.2978, -2.1778], [7.0898, 20.6878, 4.3715], [4.9741, 26.4103, 9.8399], [-7.3322, 13.4919, 1.4262], [8.7302, 22.8981, -0.7201], [-3.8409, 13.6021, -5.2083], [6.9459, 30.2830, 2.9173], [-6.8103, 30.6662, 7.1255], [3.0747, 26.5503, 14.7812], [-4.2323, 14.9042, 2.3728], [-7.0871, 34.0668, 9.4898], [9.2764, 24.6972, -1.6370], [-10.0623, 23.7161, -2.6029], [-0.6343, 14.7804, -2.7714], [-3.3864, 28.1507, -4.1293], [-2.1779, 13.9822, -4.1095], [-8.3576, 22.8233, -0.4793], [-7.1628, 31.0290, 8.3264], [-2.0076, 35.4057, 9.3373], [-7.7928, 30.3420, 9.1226], [-0.3104, 23.6352, 3.7394], [-2.7544, 16.4635, 2.1573], [-7.5873, 28.8302, 7.2732], [3.1243, 35.5212, -3.5838], [1.8708, 33.1368, -2.6678], [-2.9988, 13.0400, -4.8045], [0.3962, 32.6309, -0.5723], [2.0279, 22.0177, 1.3879], [-0.8722, 12.4211, -2.8770], [10.3942, 19.9363, 9.4168], [-8.9062, 22.8085, -2.7314], [0.8154, 22.1763, -0.2292], [-5.9533, 13.7930, 1.6458], [8.5803, 19.4241, 6.9895], [3.9011, 34.8969, -4.0253], [-6.9216, 32.5664, 10.3497], [-1.8461, 35.4795, 8.1181], [4.2810, 27.1554, 9.4495], [7.3080, 19.8258, 5.0019], [-5.4600, 20.5022, -1.7484], [-3.2614, 26.2583, -4.1217], [1.1311, 23.9702, 1.3182], [0.8423, 33.2018, 1.0803], [-3.3980, 12.1951, -4.2435], [-7.7379, 13.3013, 2.4198], [0.4458, 14.5670, -1.9453], [7.8050, 22.4117, -1.5414], [-3.7243, 27.2489, -5.8482], [-0.7763, 28.4517, -7.7638], [-6.9626, 32.3424, 8.4107], [1.8260, 34.1038, -0.6338], [3.4954, 36.5461, -3.5908], [-7.1018, 21.7236, -2.1120], [1.1074, 15.4160, -1.7730], [8.1573, 24.9539, -0.3711], [-2.9037, 38.4163, 7.2973], [0.1228, 22.9207, -0.6219], [3.6670, 25.5206, 13.0895], [3.4977, 27.5718, 12.0324], [4.6277, 25.7733, 11.0509], [-1.5723, 28.6887, -9.2688], [-1.4609, 34.6106, 7.2043], [-10.5979, 23.8966, -3.5349], [0.3130, 21.2208, -0.3796], [7.8477, 21.0966, -1.4430], [-6.6263, 29.0715, 5.8918], [-3.0969, 37.7383, 8.8628], [-1.4903, 27.9838, -8.4415], [-2.9976, 15.8379, 3.7328], [-8.5589, 32.9821, 9.5540], [-5.3728, 22.0614, -1.0473], [1.0896, 22.5493, 1.2293], [0.1939, 22.1391, 1.6957], [9.8975, 18.3896, 9.1538], [-2.7530, 27.7844, -7.6804], [-2.5795, 27.1388, -6.4913], [6.3987, 19.3618, 5.3841], [-6.5118, 20.9305, -0.3440], [-1.4427, 33.1912, 7.5711], [-1.4839, 38.2967, 8.5198], [-6.3624, 15.9934, 2.1669], [8.9566, 24.2810, -0.6817], [-1.9233, 32.9671, 8.5234], [-3.7309, 27.1762, -4.4754], [11.2270, 18.9232, 8.1034], [1.1896, 33.0258, 0.0623], [-0.4270, 32.7959, 7.5604], [1.4595, 24.6572, 2.5221], [0.4494, 25.4264, 4.6643], [2.2013, 35.4409, -4.1579], [7.1459, 23.1219, -2.3464], [6.3348, 20.6158, -2.7904], [-2.5600, 12.5272, -5.6604], [10.3019, 19.2309, 8.5909], [7.8238, 20.4114, -3.5069], [-7.4099, 12.5722, 0.8464], [-9.7862, 24.5977, -2.0244], [1.1298, 13.7602, -2.2085], [-6.6426, 29.2762, 6.9622], [0.0623, 14.3538, -0.9476], [3.9033, 26.4107, 12.0599], [-1.9355, 32.6522, 6.7620], [0.1363, 24.8819, 3.4510], [2.1979, 25.7869, 2.1209], [-5.8924, 28.7260, 7.5301], [-3.5348, 16.0841, 2.8169], [2.2661, 24.9576, 14.4243], [5.9177, 26.9354, 9.9887], [-7.4710, 33.0479, 9.5408], [8.3373, 18.2583, 7.0479], [-1.5451, 26.7214, -6.0584], [7.7658, 19.0016, 4.4549], [-10.7330, 23.1792, -1.9320]],
  "multiplicity": 1,
  "e_above_lowest_kj_mol": 911.2,
  "e_lumo_ha": -0.099
}